Entry 1:
Below is a 11-piece molecular cluster, C44H79N9O4S2 overall in a non-equilibrium geometry, with properties calculated with ωB97M-V/def2-TZVPD.

XYZ file:
```
138
Properties=species:S:1:pos:R:3:forces:R:3
O 2.51348 -0.19456 -6.05176 0.7 -0.5 -0.3
S 1.48262 0.45525 -5.28973 0.3 1.1 1.0
O 1.71311 0.63936 -3.84953 -0.5 0.0 -1.7
C 1.09512 1.96815 -6.28044 1.0 0.1 0.4
C 0.34135 1.36272 -7.44732 0.5 -0.2 -0.2
C -0.66642 0.37350 -6.83877 -0.3 -1.0 -0.2
C -0.05583 -0.35239 -5.60490 -0.4 0.7 1.0
H 2.07941 2.37151 -6.55441 -0.2 -0.3 0.0
H 0.59803 2.75845 -5.73831 -0.6 -0.1 0.5
H -0.19154 2.07074 -8.08574 0.1 0.2 0.3
H 1.12854 0.92432 -8.07062 -0.5 -0.4 0.0
H -1.08714 -0.32355 -7.59712 0.5 0.3 0.6
H -1.50376 0.96788 -6.51878 -0.4 0.2 0.4
H 0.11202 -1.41049 -5.64772 0.3 -0.6 -0.7
H -0.51406 -0.26073 -4.59941 -0.7 0.4 -0.9
O 2.25974 6.27770 2.48479 0.1 -0.8 -1.1
S 2.69387 5.50967 1.30895 -1.7 1.7 1.2
O 3.99533 4.93861 1.38871 1.0 -0.8 -0.4
C 1.35978 4.39734 0.86203 0.3 -1.5 -0.2
C 0.32141 5.39699 0.31542 1.9 -0.3 -0.5
C 1.09069 6.20628 -0.79180 1.2 -1.0 1.5
C 2.48310 6.58659 -0.11912 0.2 -1.0 -1.6
H 1.08816 3.83074 1.78814 0.0 0.6 -0.7
H 1.70754 3.62239 0.08880 -0.3 1.2 1.0
H -0.49601 4.88820 -0.13505 -0.9 -0.3 0.0
H 0.04884 6.00121 1.17561 -0.4 0.3 -0.4
H 0.55040 7.05839 -1.09076 -0.6 1.3 -0.1
H 1.20389 5.63336 -1.72260 0.3 -0.2 0.5
H 2.45452 7.58727 0.28269 0.2 0.3 0.0
H 3.38507 6.38807 -0.77838 -1.1 0.5 0.7
C 0.56579 -5.72453 0.66803 -0.7 -2.5 0.3
C -0.94470 -5.77649 1.04611 1.5 -1.1 1.8
C -1.19944 -4.89205 2.23793 -1.3 1.3 0.9
C -2.68253 -4.68317 2.42176 0.7 -0.2 0.0
N -3.81491 -4.47022 2.43122 0.4 -0.1 0.1
H 0.93278 -4.73761 0.55093 0.3 1.0 0.3
H 0.67990 -6.17299 -0.32173 0.1 -0.2 0.0
H 1.18986 -6.35155 1.37445 -0.6 1.0 -0.6
H -1.35979 -6.75533 1.39529 0.8 0.2 -0.8
H -1.52045 -5.49203 0.22683 -1.1 0.7 -1.4
H -0.83683 -3.87363 2.10281 0.3 0.0 -0.2
H -0.70705 -5.23536 3.17232 -0.5 -0.1 -0.6
C 4.86688 0.34706 2.21356 -0.9 -0.4 1.8
C 4.93707 1.88121 2.19917 0.8 -0.9 -1.4
C 5.55367 2.23854 0.83080 0.3 0.9 0.4
C 4.88368 1.58989 -0.28676 -0.3 0.3 -0.8
N 4.42911 1.04381 -1.19555 0.1 0.2 0.5
H 5.85565 -0.12753 2.15075 -0.2 0.3 0.0
H 4.24714 -0.05280 1.42842 -0.1 0.1 -0.7
H 4.33300 -0.05472 3.11231 0.7 0.4 -0.3
H 5.70493 2.24335 2.88389 -0.6 0.1 0.5
H 3.97996 2.41380 2.25122 0.3 -0.4 0.5
H 6.57944 1.85770 0.77733 0.0 0.2 0.1
H 5.57103 3.35052 0.79131 0.0 -0.8 -0.6
C 3.01963 -4.39476 -4.76985 1.5 0.6 0.0
C 4.08478 -3.80969 -3.83971 -0.7 -0.1 0.6
C 3.52197 -2.60529 -3.06680 0.0 -0.2 -0.7
C 2.33424 -2.92357 -2.30996 -0.1 0.1 0.4
N 1.46180 -3.17452 -1.60976 -0.5 -0.1 0.0
H 2.15421 -4.55791 -4.20973 -1.4 -0.8 1.0
H 3.40251 -5.28630 -5.21477 -0.1 -0.8 -0.3
H 2.69718 -3.73763 -5.54456 0.1 0.8 -0.7
H 4.95918 -3.43588 -4.37193 0.1 -0.4 0.0
H 4.33995 -4.60285 -3.09399 0.2 0.6 -0.6
H 3.30991 -1.77706 -3.73162 -0.2 0.2 -0.3
H 4.22216 -2.21957 -2.36564 0.8 0.3 0.7
C -3.85569 1.72779 -1.53071 0.4 1.5 -0.2
C -2.97723 3.00011 -1.20430 -1.2 0.5 0.7
C -3.05790 4.13265 -2.25920 0.3 -0.3 0.4
C -2.16198 3.94769 -3.40999 0.1 0.9 -0.2
N -1.48696 4.00562 -4.34203 -0.1 -0.5 0.3
H -4.84948 2.10565 -1.95408 1.3 -0.8 0.6
H -4.03870 1.09723 -0.61039 0.3 0.6 -1.2
H -3.26174 1.23636 -2.32010 -0.8 -0.6 0.3
H -1.92595 2.80786 -1.00502 0.1 -0.5 0.0
H -3.35283 3.47754 -0.28853 0.0 -0.2 -0.1
H -2.90757 5.13280 -1.79504 0.4 -0.7 -0.3
H -4.05574 4.17435 -2.64681 -0.7 0.0 -0.3
C -1.37494 -4.74528 -3.88870 0.9 0.5 1.2
C -2.40995 -4.61245 -2.78476 -0.2 0.1 -0.9
C -2.03157 -3.50563 -1.77480 -0.3 -1.0 0.7
C -2.01613 -2.27040 -2.55206 -0.6 0.5 0.6
N -2.10340 -1.33839 -3.21953 0.2 -0.1 0.1
H -1.79612 -5.35757 -4.63333 0.0 -0.9 -1.2
H -0.43095 -5.13803 -3.48405 -0.3 -0.3 -0.2
H -1.07902 -3.79107 -4.31519 -0.3 0.2 -0.2
H -2.56704 -5.60890 -2.35026 0.1 0.4 0.4
H -3.37992 -4.34667 -3.29219 0.7 -0.1 0.8
H -1.05942 -3.60275 -1.23840 -0.4 -0.3 -0.8
H -2.79556 -3.58745 -0.97252 0.2 1.0 -0.5
C -1.39458 -0.71529 0.32666 0.4 -0.5 1.8
C -0.18778 -0.22930 -0.42802 0.5 0.8 -0.2
C 1.13885 -0.40223 0.29043 0.7 1.3 -0.6
C 1.23182 0.36580 1.53627 0.0 -0.8 -0.6
N 1.30189 0.80166 2.59056 0.0 0.7 0.8
H -2.25262 -0.16184 0.00481 -0.8 -0.1 -0.4
H -1.21640 -0.36566 1.38470 -0.3 -0.4 -0.8
H -1.59975 -1.82328 0.40734 0.4 1.1 -0.4
H -0.32289 0.85199 -0.58523 0.0 -0.1 0.1
H 0.00235 -0.58969 -1.42252 -0.5 -0.6 -0.5
H 1.94107 -0.07003 -0.40763 -0.3 -0.2 0.6
H 1.34483 -1.40729 0.56609 0.1 -1.1 0.1
C -5.23018 -1.80425 4.47217 0.3 0.2 0.7
C -3.89028 -1.17637 4.02121 -1.3 0.2 0.0
C -4.06343 -0.51951 2.64685 0.3 2.2 0.9
C -4.89910 0.76260 2.68214 0.6 -1.0 -1.0
N -5.51231 1.72038 2.48430 0.4 -0.4 0.5
H -5.39832 -2.73080 3.90668 -0.1 0.2 0.3
H -6.06644 -1.09640 4.29708 0.4 -0.4 0.0
H -5.22508 -1.99217 5.57645 0.0 -0.2 -1.0
H -3.14131 -1.91453 3.79783 0.4 -0.6 0.6
H -3.52623 -0.48056 4.80723 0.0 -0.2 -0.8
H -4.46674 -1.18183 1.89227 -0.3 -0.2 0.0
H -3.04721 -0.23738 2.32800 -0.5 0.2 -0.2
C 0.66341 -2.91200 6.19895 1.1 -1.4 -0.4
C 1.80060 -1.95681 5.84681 1.7 -0.7 1.3
C 2.75593 -2.63041 4.76167 -0.6 0.3 0.8
C 1.96165 -2.74509 3.50801 -0.3 0.0 -0.7
N 1.25016 -2.79723 2.58987 1.2 0.0 1.4
H 0.08133 -3.07416 5.29357 -0.4 -0.1 0.1
H 0.06201 -2.51133 6.98512 -0.6 0.2 0.4
H 1.06372 -3.94044 6.54514 -0.5 1.6 -0.5
H 2.41196 -1.80257 6.79810 -0.5 -0.1 -1.3
H 1.45864 -0.95485 5.56262 0.0 -0.4 -0.3
H 3.05807 -3.64735 5.13195 -0.4 0.9 -0.5
H 3.68912 -2.04782 4.63132 -0.7 -0.2 -0.3
C -1.41354 3.11271 4.07659 0.2 -0.9 1.7
C -1.94240 4.46249 4.51981 -0.3 -0.6 -0.4
C -3.18826 4.80397 3.67131 -0.4 1.6 0.8
C -2.82138 5.34312 2.33287 -0.5 -1.4 1.4
N -2.46488 5.63363 1.28796 -0.1 0.5 -0.8
H -0.43171 2.90971 4.56656 -0.5 0.1 -0.9
H -1.41358 3.06720 3.00934 0.6 -0.2 -0.8
H -2.06935 2.28715 4.41559 0.1 0.4 -0.1
H -1.12887 5.18213 4.34786 -0.5 0.2 0.5
H -2.27992 4.38606 5.57006 0.5 0.4 -0.4
H -3.71510 5.64235 4.21276 0.2 -0.9 -0.7
H -3.87493 3.93065 3.61558 0.4 0.6 -0.3
```
Forces are in eV/Å.

## Properties
SMILES: O=S1(=O)CCCC1.O=S1(=O)CCCC1.CCCC#N.CCCC#N.CCCC#N.CCCC#N.CCCC#N.CCCC#N.CCCC#N.CCCC#N.CCCC#N
HOMO-LUMO gap in eV: 10.57
LUMO energy in eV: 0.5
Maximum force in Eh/bohr: 0.052
E in eV: -90176.824
HOMO in eV: -10.0507

Results of the Löwdin charge analysis, in e, for atoms 1 through 5: -0.336, 0.661, -0.355, -0.211, -0.234

---

Entry 2:
Below is C4H4O2 as an isolated structure, with properties calculated with ωB97M-V/def2-TZVPD.

XYZ file:
```
10
Properties=species:S:1:pos:R:3:forces:R:3
O -1.15752 -1.19475 1.90630 0.1 0.2 -0.1
C -0.17133 -0.69494 1.44592 -0.2 -0.1 0.2
C 0.54954 -0.20539 -0.86770 0.2 0.2 -0.3
C -0.39045 0.52396 -1.46382 0.1 0.1 -0.3
O -1.07149 0.98156 -0.35193 0.1 0.1 0.0
C 0.00007 0.36781 0.41485 0.1 -0.1 0.3
H 1.34561 -0.87792 -1.13943 0.0 0.3 0.0
H 0.86060 -1.04164 1.69678 -0.2 -0.1 0.2
H -0.56096 0.94094 -2.44231 -0.5 -0.3 -0.2
H 0.59593 1.20037 0.80134 0.1 -0.2 0.2
```
Forces are in eV/Å.

## Properties
HOMO-LUMO gap in eV: 10.32
LUMO energy in eV: 0.9
Maximum force in Eh/bohr: 0.011
E in eV: -8304.794
Relative energy (zero: lowest compared OMol25 entry of this formula, charge and spin) in eV: 2.284
HOMO in eV: -9.4465

Results of the Löwdin charge analysis, in e, for atoms 1 through 5: 0.092, -0.223, 0.002, -0.111, 0.001